# C19H37As2NNiO4P2S2

A molecular structure, C19H37As2NNiO4P2S2 (ωB97M-V with the def2-TZVPD basis set, OMol25).

relative energy (zero: lowest compared OMol25 entry of this formula, charge and spin): 0.0 kJ/mol
Kohn-Sham gap (alpha / beta): 6.862 / 6.863 eV

The geometry in ORCA input format:
```
! RIJCOSX wB97M-V def2-TZVPD def2/J DEFGRID3
* xyz 0 1
Ni -0.688 -0.378 0.393
O -0.364 4.700 5.110
C 0.125 4.780 3.975
O 0.741 5.675 3.377
C -0.045 3.485 3.130
C 0.069 2.229 3.712
C -0.075 1.088 2.941
N -0.345 1.155 1.639
C -0.457 2.366 1.074
C -0.311 3.548 1.764
C -0.792 2.290 -0.372
O -1.616 2.948 -0.940
O -0.181 1.295 -1.087
H 0.255 2.158 4.776
H 0.037 0.096 3.362
H -0.374 4.509 1.270
C -3.864 0.367 1.549
P -2.836 -0.551 0.374
C -3.385 -0.037 -1.277
C -3.311 -2.316 0.488
C -2.270 -3.118 -0.303
P -0.598 -2.500 0.163
C 0.544 -3.240 -1.026
C -0.318 -3.349 1.742
H -4.922 0.133 1.421
H -3.719 1.437 1.392
H -3.559 0.128 2.568
H -4.456 -0.209 -1.401
H -2.836 -0.593 -2.036
H -3.167 1.023 -1.416
H -4.327 -2.487 0.128
H -3.296 -2.590 1.546
H -2.388 -2.959 -1.378
H -2.370 -4.190 -0.123
H 0.413 -4.322 -1.085
H 1.563 -3.017 -0.707
H 0.373 -2.789 -2.003
H -0.448 -4.424 1.608
H -1.032 -2.992 2.485
H 0.687 -3.156 2.107
C 4.109 1.502 1.233
As 4.348 -0.408 1.073
C 6.018 -0.792 1.974
C 4.702 -0.754 -0.796
S 2.747 -1.534 1.794
H 5.049 2.011 1.023
H 3.781 1.722 2.248
H 3.337 1.821 0.537
H 6.824 -0.212 1.529
H 6.227 -1.856 1.889
H 5.910 -0.534 3.025
H 5.528 -0.135 -1.144
H 3.807 -0.529 -1.371
H 4.956 -1.807 -0.906
C 3.090 2.326 -3.006
As 1.575 3.560 -2.750
C 0.435 2.796 -4.154
C 2.304 5.052 -3.806
S 1.112 0.268 -0.539
H 3.455 2.363 -4.034
H 2.762 1.311 -2.777
H 3.901 2.593 -2.327
H 0.987 2.694 -5.089
H -0.429 3.441 -4.308
H 0.080 1.820 -3.823
H 2.647 4.705 -4.781
H 3.136 5.507 -3.270
H 1.532 5.808 -3.942
*
```

Which charges does Mulliken predict for the atoms? In e, they are: Ni -0.980; O -0.701; C 0.249; O -0.694; C 0.309; C -0.838; C -0.694; N 1.347; C 0.557; C -0.741; C 0.125; O -0.550; O -0.270; H 0.484; H 0.486; H 0.630; C -1.338; P 0.820; C -1.495; C -0.788; C -1.054; P 1.084; C -1.156; C -1.201; H 0.428; H 0.384; H 0.361; H 0.450; H 0.385; H 0.322; H 0.533; H 0.373; H 0.367; H 0.535; H 0.451; H 0.278; H 0.369; H 0.415; H 0.348; H 0.218; C -0.752; As 0.574; C -1.086; C -0.855; S -0.545; H 0.421; H 0.350; H 0.064; H 0.369; H 0.352; H 0.361; H 0.418; H 0.127; H 0.364; C -1.026; As 0.268; C -1.005; C -1.151; S -0.035; H 0.501; H 0.155; H 0.317; H 0.411; H 0.353; H 0.177; H 0.334; H 0.370; H 0.366